(1)
10
Properties=species:S:1:pos:R:3:lowdin_charge:R:1 method="wB97M-V/def2-TZVPD" homo_energy_ev=-11.13 homo_lumo_gap_ev=8.58 charge=0 e_lumo_ev=-2.6
N -0.248 -0.135 -0.163 0.10
N 1.794 0.166 -0.023 -0.22
N -1.028 -1.267 0.025 -0.43
N -0.634 1.129 -0.108 -0.41
O 2.039 0.193 1.074 0.33
O -2.226 -1.323 0.121 0.11
O 0.330 1.845 -0.262 0.04
O 2.084 0.162 -1.086 0.34
O -0.308 -2.223 0.080 0.06
O -1.773 1.452 0.257 0.09


(2)
41
Properties=species:S:1:pos:R:3:lowdin_charge:R:1 method="wB97M-V/def2-TZVPD" homo_energy_ev=-8.02 e_above_lowest_kcal_mol=884.4 homo_lumo_gap_ev=7.75 charge=0 e_lumo_ev=-0.3
Br -3.006 -0.662 1.365 0.63
C -2.397 -1.581 -0.319 -0.63
C -2.236 -0.498 -1.439 -0.70
Br -1.636 -1.222 -3.178 0.72
H -3.166 -2.306 -0.585 0.08
H -1.396 -2.011 -0.261 -0.18
H -1.514 0.268 -1.156 0.00
H -3.199 -0.012 -1.595 0.07
Br 2.079 2.392 0.946 0.71
C 0.750 1.107 0.187 -0.82
C 1.267 -0.359 0.156 -0.59
Br -0.136 -1.350 -0.826 1.09
H 0.425 1.385 -0.815 -0.16
H -0.153 1.198 0.791 -0.21
H 1.379 -0.780 1.155 -0.23
H 2.164 -0.475 -0.452 0.00
C 1.325 -0.873 -2.898 -1.41
Cl 2.912 -0.132 -2.441 0.58
Cl 1.499 -2.165 -4.240 0.49
Cl 0.278 0.456 -3.339 0.43
H 0.933 -1.365 -2.008 -0.22
C 0.251 -2.948 0.950 -1.44
Cl 0.054 -4.694 0.650 0.57
Cl 1.881 -2.571 1.527 0.67
Cl -1.002 -2.516 2.163 0.45
H -0.062 -2.406 0.057 -0.34
C 2.325 3.215 -2.217 -1.32
Cl 1.334 1.784 -1.934 0.47
Cl 3.446 3.196 -3.602 0.54
Cl 3.287 3.551 -0.741 0.36
H 1.630 4.053 -2.272 0.04
C -1.923 2.266 1.368 -1.40
Cl -3.601 1.661 1.348 0.42
Cl -0.834 1.072 2.084 0.37
Cl -1.876 3.918 1.820 0.60
H -1.491 2.254 0.367 0.01
C 0.158 -0.442 3.941 -1.19
Cl 0.465 -0.291 2.168 0.48
Cl 0.490 -2.192 4.422 0.48
Cl -1.540 -0.140 4.368 0.54
H 0.837 0.216 4.484 0.05


(3)
111
Properties=species:S:1:pos:R:3:lowdin_charge:R:1 method="wB97M-V/def2-TZVPD" homo_energy_ev=-8.03 homo_lumo_gap_ev=6.08 charge=0 e_lumo_ev=-2.0
O -0.547 0.475 1.893 -0.32
S -0.639 0.532 0.344 0.83
O -1.440 1.793 -0.157 -0.31
F -1.540 -0.844 -0.246 -0.25
N 0.896 0.494 -0.486 -0.65
Br 1.794 -1.138 -0.294 0.83
C 1.767 1.691 -0.179 -0.25
O 2.362 2.109 -1.492 -0.19
C 1.270 2.196 -2.516 -0.15
C 0.289 3.531 -2.394 0.01
C -0.962 3.632 -3.482 -0.05
C -1.165 2.452 -4.627 -0.06
C -0.176 1.132 -4.764 -0.06
C 1.058 1.021 -3.687 0.00
H 2.682 1.462 0.533 0.16
H 1.112 2.605 0.177 0.15
H 0.429 4.382 -1.591 0.10
H -1.678 4.572 -3.402 0.09
H -2.062 2.519 -5.411 0.08
H -0.295 0.293 -5.592 0.09
H 1.851 0.136 -3.648 0.10
N 5.518 -0.559 -0.591 -0.01
C 5.693 0.715 -1.066 -0.14
C 7.043 0.985 -1.074 -0.11
C 7.707 -0.169 -0.592 -0.11
C 6.741 -1.108 -0.304 -0.14
H 4.626 -1.022 -0.472 0.07
H 4.844 1.319 -1.356 0.09
H 7.501 1.912 -1.393 0.09
H 8.774 -0.302 -0.469 0.09
H 6.819 -2.116 0.080 0.10
N -1.640 -3.869 -0.313 0.00
C -0.766 -4.764 0.246 -0.14
C -1.360 -6.006 0.230 -0.12
C -2.635 -5.856 -0.366 -0.12
C -2.781 -4.527 -0.694 -0.14
H -1.470 -2.878 -0.428 0.10
H 0.201 -4.441 0.608 0.10
H -0.922 -6.922 0.605 0.09
H -3.368 -6.634 -0.538 0.09
H -3.597 -3.994 -1.164 0.11
N 7.972 5.434 -0.936 0.00
C 9.009 5.825 -0.130 -0.14
C 8.681 5.508 1.170 -0.12
C 7.404 4.899 1.146 -0.12
C 6.990 4.863 -0.167 -0.15
H 7.936 5.547 -1.940 0.15
H 9.888 6.296 -0.548 0.10
H 9.296 5.694 2.041 0.09
H 6.846 4.525 1.995 0.09
H 6.084 4.483 -0.619 0.10
N 2.033 -1.675 3.462 0.00
C 1.653 -1.645 4.778 -0.12
C 2.449 -2.529 5.472 -0.10
C 3.345 -3.108 4.542 -0.11
C 3.068 -2.561 3.309 -0.15
H 1.616 -1.129 2.719 0.09
H 0.849 -1.000 5.108 0.11
H 2.391 -2.733 6.533 0.07
H 4.110 -3.845 4.750 0.07
H 3.517 -2.726 2.339 0.09
N -5.500 2.679 -5.548 0.01
C -5.539 2.749 -4.179 -0.13
C -5.635 1.465 -3.691 -0.14
C -5.648 0.590 -4.803 -0.12
C -5.561 1.366 -5.937 -0.14
H -5.436 3.472 -6.172 0.12
H -5.498 3.703 -3.672 0.11
H -5.688 1.188 -2.646 0.10
H -5.713 -0.490 -4.780 0.09
H -5.538 1.098 -6.985 0.10
N 2.077 -3.306 9.260 -0.01
C 0.950 -3.672 9.948 -0.14
C 0.590 -2.624 10.765 -0.12
C 1.531 -1.586 10.559 -0.12
C 2.436 -2.033 9.623 -0.15
H 2.567 -3.883 8.590 0.14
H 0.502 -4.645 9.799 0.11
H -0.258 -2.607 11.437 0.09
H 1.546 -0.617 11.041 0.09
H 3.303 -1.557 9.185 0.11
N -6.662 4.890 -8.487 -0.01
C -7.985 5.097 -8.782 -0.14
C -8.401 6.221 -8.104 -0.11
C -7.289 6.712 -7.379 -0.11
C -6.228 5.872 -7.636 -0.16
H -6.096 4.130 -8.842 0.14
H -8.515 4.429 -9.446 0.11
H -9.397 6.643 -8.129 0.09
H -7.264 7.584 -6.738 0.09
H -5.204 5.889 -7.286 0.10
N 5.743 -6.444 4.798 -0.01
C 4.481 -6.898 5.076 -0.15
C 4.593 -7.964 5.941 -0.12
C 5.971 -8.155 6.199 -0.12
C 6.659 -7.201 5.482 -0.14
H 5.965 -5.671 4.185 0.14
H 3.613 -6.427 4.635 0.10
H 3.770 -8.540 6.345 0.09
H 6.415 -8.907 6.838 0.09
H 7.718 -6.997 5.400 0.10
N -9.378 -0.071 -1.868 0.00
C -10.542 0.399 -1.319 -0.15
C -10.767 1.664 -1.816 -0.12
C -9.704 1.964 -2.701 -0.11
C -8.862 0.874 -2.716 -0.13
H -8.965 -0.975 -1.678 0.15
H -11.109 -0.204 -0.622 0.10
H -11.607 2.300 -1.569 0.09
H -9.567 2.877 -3.266 0.09
H -7.943 0.691 -3.256 0.08


(4)
82
Properties=species:S:1:pos:R:3:lowdin_charge:R:1 method="wB97M-V/def2-TZVPD" homo_energy_ev=-14.82 e_above_lowest_kcal_mol=0.0 homo_lumo_gap_ev=5.06 charge=+3 e_lumo_ev=-9.8
Au -0.504 1.025 1.372 1.02
C -0.256 -1.055 -6.381 -0.39
S -0.644 -2.099 -4.965 0.84
C 0.570 -1.483 -3.781 -0.52
C 0.588 -2.429 -2.587 -0.27
C 1.353 -1.926 -1.373 -0.19
N 0.663 -0.816 -0.647 -0.38
P -0.925 -0.758 -0.089 0.91
C -1.336 -2.146 0.953 -0.37
C -1.178 -3.448 0.460 -0.07
C -1.473 -4.530 1.273 -0.02
C -1.929 -4.324 2.569 -0.02
C -2.092 -3.036 3.062 -0.04
C -1.794 -1.947 2.259 -0.12
C -2.041 -0.555 -1.439 -0.39
C -3.078 -1.467 -1.652 -0.07
C -3.949 -1.262 -2.709 -0.03
C -3.800 -0.150 -3.527 -0.02
C -2.779 0.770 -3.302 -0.04
C -1.895 0.572 -2.258 -0.10
P 1.455 0.247 0.370 0.89
C 2.674 -0.609 1.315 -0.38
C 2.262 -1.659 2.147 -0.09
C 3.210 -2.383 2.842 -0.03
C 4.561 -2.066 2.707 -0.01
C 4.969 -1.032 1.876 -0.02
C 4.028 -0.293 1.175 -0.05
C 2.112 1.627 -0.531 -0.35
C 2.702 2.692 0.160 -0.09
C 3.230 3.755 -0.548 -0.03
C 3.173 3.760 -1.939 -0.01
C 2.585 2.706 -2.625 -0.03
C 2.045 1.638 -1.926 -0.06
H -0.936 -1.345 -7.179 0.04
H 0.765 -1.226 -6.717 0.05
H -0.409 -0.001 -6.153 0.04
H 0.293 -0.470 -3.476 0.04
H 1.558 -1.444 -4.247 0.10
H 1.046 -3.374 -2.886 0.13
H -0.442 -2.673 -2.311 0.07
H 2.331 -1.541 -1.670 0.13
H 1.523 -2.737 -0.661 0.12
H -0.839 -3.626 -0.553 0.10
H -1.354 -5.535 0.891 0.13
H -2.163 -5.174 3.197 0.13
H -2.455 -2.881 4.069 0.13
H -1.934 -0.947 2.656 0.08
H -3.208 -2.323 -1.003 0.12
H -4.744 -1.971 -2.896 0.13
H -4.487 0.006 -4.348 0.13
H -2.679 1.636 -3.941 0.13
H -1.101 1.289 -2.075 0.10
H 1.209 -1.906 2.249 0.10
H 2.907 -3.196 3.489 0.13
H 5.300 -2.638 3.253 0.13
H 6.020 -0.803 1.769 0.13
H 4.347 0.509 0.520 0.11
H 2.759 2.686 1.241 0.09
H 3.694 4.579 -0.023 0.13
H 3.593 4.591 -2.489 0.13
H 2.552 2.713 -3.706 0.13
H 1.592 0.815 -2.461 0.08
C 2.316 1.854 3.777 -0.06
C 1.140 2.746 3.590 -0.61
N 0.072 2.506 2.845 -0.06
C -0.915 3.465 3.041 -0.32
C -0.556 4.463 3.880 -0.28
S 1.038 4.219 4.428 1.21
C -2.228 3.190 2.479 -0.32
C -3.369 3.904 2.618 -0.28
S -4.671 3.060 1.916 1.22
C -3.656 1.778 1.474 -0.59
N -2.394 1.980 1.818 -0.07
C -4.198 0.592 0.760 -0.05
H 2.199 0.933 3.220 0.04
H 2.413 1.597 4.833 0.11
H 3.243 2.345 3.478 0.10
H -1.142 5.306 4.208 0.10
H -3.508 4.855 3.105 0.10
H -5.284 0.571 0.828 0.10
H -3.813 -0.331 1.195 0.08
H -3.930 0.633 -0.295 0.07


(5)
59
Properties=species:S:1:pos:R:3:lowdin_charge:R:1 method="wB97M-V/def2-TZVPD" homo_energy_ev=-9.39 smiles="CCOB(O)O[P@@](=O)(ON)OCCCN.CCOC(C)=O.CCOC(C)=O" homo_lumo_gap_ev=9.91 charge=0 e_lumo_ev=0.5
C 3.178 -3.568 4.722 -0.05
C 3.641 -3.192 3.267 -0.21
O 4.814 -2.371 3.373 0.06
B 4.939 -1.415 2.363 -0.75
O 6.221 -1.238 1.818 0.18
O 3.901 -0.622 1.795 0.03
P 3.094 0.326 2.884 0.63
O 2.926 -0.267 4.255 -0.24
O 3.770 1.857 3.049 -0.24
N 4.706 1.912 4.083 0.00
O 1.583 0.600 2.228 -0.18
C 0.897 -0.628 1.924 -0.23
C 0.207 -1.303 3.162 -0.16
C -1.347 -1.469 2.951 -0.25
N -2.049 -1.168 4.245 -0.03
H 3.383 -4.644 4.883 0.07
H 3.718 -2.932 5.441 0.08
H 2.095 -3.419 4.860 0.06
H 2.792 -2.709 2.757 0.09
H 3.945 -4.107 2.723 0.13
H 6.687 -2.049 2.023 0.10
H 5.436 1.220 3.957 0.08
H 4.264 1.805 4.989 0.09
H 1.518 -1.388 1.419 0.11
H 0.099 -0.365 1.202 0.12
H 0.391 -0.681 4.054 0.10
H 0.699 -2.277 3.346 0.09
H -1.562 -2.506 2.650 0.11
H -1.719 -0.713 2.238 0.10
H -1.959 -0.158 4.332 0.06
H -1.445 -1.545 4.971 0.05
C -0.302 2.797 -3.760 -0.07
C -0.860 1.899 -2.676 -0.24
O -0.078 0.707 -2.533 0.01
C 1.043 0.633 -1.806 -0.54
C 1.674 1.896 -1.291 0.02
O 1.563 -0.438 -1.629 0.09
H 0.709 3.131 -3.521 0.07
H -0.934 3.676 -3.893 0.09
H -0.246 2.259 -4.705 0.08
H -0.965 2.412 -1.716 0.12
H -1.854 1.572 -2.963 0.08
H 2.473 2.198 -1.968 0.10
H 2.095 1.691 -0.308 0.08
H 0.979 2.723 -1.163 0.07
C -6.819 1.656 -4.952 -0.07
C -5.940 0.923 -5.944 -0.23
O -4.576 1.346 -5.847 0.01
C -3.706 0.861 -4.951 -0.52
C -4.207 0.001 -3.820 0.01
O -2.548 1.172 -5.024 0.10
H -6.522 1.454 -3.923 0.07
H -7.862 1.361 -5.073 0.08
H -6.739 2.734 -5.100 0.08
H -6.016 -0.162 -5.853 0.12
H -6.254 1.171 -6.958 0.12
H -4.341 0.623 -2.935 0.10
H -3.458 -0.762 -3.613 0.10
H -5.135 -0.522 -4.038 0.07


(6)
25
Properties=species:S:1:pos:R:3:lowdin_charge:R:1 method="wB97M-V/def2-TZVPD" homo_energy_ev=-8.65 e_above_lowest_kcal_mol=115.9 homo_lumo_gap_ev=9.18 charge=0 e_lumo_ev=0.5
C 2.334 1.113 0.921 -0.09
C 2.956 -1.149 0.529 -0.22
C 1.927 0.084 -1.220 -0.21
C 0.408 -0.100 -0.901 -0.41
C -0.516 0.920 -0.634 -0.08
C -1.859 0.541 -0.109 -0.26
C -2.852 1.333 -0.103 -0.14
C -4.236 -0.459 0.121 -0.15
C -3.286 -1.479 0.399 -0.01
C -2.042 -0.909 0.012 -0.47
H 3.272 1.326 1.617 0.13
H 2.250 1.949 0.319 0.03
H 1.344 0.989 1.353 0.08
H 2.270 -1.337 1.497 0.10
H 4.203 -1.532 0.903 0.15
H 2.516 -1.963 -0.381 0.12
H 2.453 -0.635 -2.003 0.16
H 1.929 1.009 -1.611 0.05
H 0.055 1.886 -0.846 0.14
H -2.773 2.340 -0.116 0.10
H -5.196 -0.789 0.337 0.08
H -3.420 -2.511 0.450 0.09
N 2.899 0.103 -0.075 -0.28
N -4.104 0.866 -0.036 0.09
S -0.534 -1.596 -0.423 1.00


(7)
39
Properties=species:S:1:pos:R:3:lowdin_charge:R:1 method="wB97M-V/def2-TZVPD" homo_energy_ev=-9.22 e_above_lowest_kcal_mol=0.0 homo_lumo_gap_ev=6.45 charge=0 e_lumo_ev=-2.8
Pd 0.642 0.558 -0.200 1.12
O 3.682 -0.653 1.753 0.13
C 2.946 -0.783 0.806 -0.58
O 2.583 0.217 0.026 -0.17
C 2.415 -2.156 0.418 -0.10
C 1.976 -2.196 -1.041 -0.24
C 1.682 -3.624 -1.493 -0.08
C 0.338 -3.917 -0.775 -0.09
C 0.107 -2.611 -0.025 -0.23
O 0.645 -1.624 -0.949 -0.15
C 1.087 -2.489 1.166 -0.09
C 0.599 -1.406 2.117 -0.55
O 0.433 -1.610 3.291 0.13
O 0.196 -0.261 1.560 -0.16
H 3.197 -2.877 0.643 0.16
H 2.577 -1.593 -1.713 0.16
H 1.570 -3.664 -2.574 0.12
H 2.481 -4.306 -1.206 0.12
H -0.461 -4.097 -1.492 0.12
H 0.386 -4.765 -0.094 0.12
H -0.926 -2.369 0.206 0.16
H 1.163 -3.413 1.732 0.16
F -2.289 5.870 -0.281 0.16
C -1.477 5.150 0.505 -0.59
F -1.627 5.609 1.757 0.16
F -0.213 5.396 0.131 0.12
C -1.802 3.685 0.422 -0.09
C -3.113 3.260 0.583 0.04
C -3.427 1.909 0.563 -0.01
C -2.408 1.001 0.346 -0.06
N -1.167 1.429 0.160 -0.10
C -0.832 2.720 0.215 -0.59
S 0.916 2.815 0.035 0.89
H -3.889 3.999 0.739 0.14
H -4.439 1.566 0.712 0.12
H -2.558 -0.069 0.331 0.13
S -1.297 2.598 -3.499 0.65
C -0.244 1.695 -2.716 -0.96
N 0.547 1.006 -2.155 -0.08


(8)
87
Properties=species:S:1:pos:R:3:lowdin_charge:R:1 method="wB97M-V/def2-TZVPD" homo_energy_ev="1.07 / 1.08" multiplicity=2 homo_lumo_gap_ev="4.03 / 4.02" charge=-3 e_lumo_ev="5.1 / 5.1"
O 0.361 0.309 -0.741 0.20
H 0.631 1.223 -0.856 0.06
H -0.088 0.273 0.107 0.06
H 1.138 -0.248 -0.831 0.04
C 3.170 -2.341 1.591 0.00
C 2.876 -1.127 0.916 -0.27
C 3.101 0.245 1.810 -0.25
O 2.973 1.328 1.278 0.12
C 3.515 0.092 3.180 0.08
C 3.800 -1.111 3.645 -0.31
C 3.598 -2.341 2.894 -0.38
O 3.769 -3.522 3.358 -0.04
O 4.055 -0.953 4.910 0.07
O 2.375 -1.009 -0.235 -0.07
H 3.004 -3.155 0.902 0.11
H 3.524 1.007 3.754 0.15
C -0.254 1.410 3.881 -0.04
C -0.055 0.782 5.055 -0.39
C -0.009 -0.753 5.116 -0.41
O 0.320 -1.389 6.175 -0.08
C -0.383 -1.518 4.075 -0.03
C -0.691 -0.913 2.813 -0.35
C -0.466 0.664 2.665 -0.31
O -0.491 1.158 1.508 -0.04
O -1.113 -1.509 1.831 -0.05
O 0.277 1.571 6.030 -0.11
H -0.249 2.489 3.847 0.10
H -0.448 -2.596 4.062 0.10
C 0.588 2.487 -3.135 -0.14
C 1.316 3.327 -2.071 -0.50
O 1.971 2.528 -1.128 -0.33
H -0.047 3.009 -3.850 0.04
H -0.277 2.004 -2.681 0.04
H 1.170 1.856 -3.807 0.05
H 0.546 3.859 -1.511 0.07
H 1.920 4.061 -2.605 0.06
O 0.153 -2.787 -0.052 -0.08
H -0.214 -2.249 0.649 -0.04
H 1.099 -2.756 0.092 -0.02
C -8.316 0.117 3.639 -0.07
O -7.078 0.217 2.799 -0.23
C -5.845 -0.144 3.424 -0.20
C -4.499 0.327 2.734 -0.13
N -4.103 -0.546 1.596 -0.06
C -5.043 -0.826 0.587 -0.25
C -5.064 0.377 -0.347 -0.21
O -3.737 0.725 -0.832 -0.16
C -3.198 -0.236 -1.719 -0.11
H -8.369 0.880 4.415 0.07
H -8.339 -0.861 4.119 0.07
H -9.226 0.283 3.062 0.07
H -5.738 -1.194 3.697 0.12
H -5.928 0.435 4.344 0.10
H -3.624 0.310 3.383 0.12
H -4.571 1.330 2.315 0.11
H -3.225 -0.274 1.178 0.09
H -5.952 -1.062 1.140 0.10
H -4.907 -1.717 -0.026 0.10
H -5.457 1.227 0.211 0.11
H -5.856 0.172 -1.067 0.10
H -3.543 -0.113 -2.746 0.08
H -3.252 -1.296 -1.472 0.09
H -2.125 -0.047 -1.728 0.07
C -0.580 -0.342 -4.521 -0.18
O 0.595 -0.372 -5.180 -0.21
C 1.416 -1.541 -4.866 -0.17
C 2.371 -1.369 -3.678 -0.21
N 3.518 -0.522 -3.965 -0.07
C 4.223 -0.145 -2.730 -0.20
C 5.592 0.395 -3.006 -0.19
O 5.947 1.442 -2.026 -0.18
C 7.134 2.104 -2.334 -0.15
H -1.209 -1.182 -4.818 0.08
H -1.029 0.546 -4.965 0.09
H -0.334 -0.271 -3.462 0.08
H 2.029 -1.670 -5.758 0.11
H 0.861 -2.462 -4.691 0.11
H 2.737 -2.290 -3.224 0.12
H 1.836 -0.920 -2.840 0.10
H 3.233 0.236 -4.568 0.10
H 4.258 -0.988 -2.040 0.12
H 3.696 0.678 -2.248 0.12
H 5.597 0.747 -4.037 0.10
H 6.369 -0.370 -3.002 0.11
H 7.879 1.323 -2.179 0.08
H 7.321 3.056 -1.837 0.08
H 7.072 2.428 -3.373 0.07


(9)
8
Properties=species:S:1:pos:R:3:lowdin_charge:R:1 method="wB97M-V/def2-TZVPD" homo_energy_ev=-9.23 smiles="Cc1nc1=O" e_above_lowest_kcal_mol=39.9 homo_lumo_gap_ev=9.92 charge=0 e_lumo_ev=0.7
C 0.991 0.355 -0.565 0.00
C -0.141 -0.194 0.260 -0.16
N -0.360 -0.704 1.448 0.23
C -1.528 -0.463 0.652 -0.40
O -2.692 -0.389 0.486 0.11
H 1.229 -0.260 -1.350 0.05
H 1.815 0.442 0.150 0.10
H 0.686 1.214 -1.080 0.07


(10)
30
Properties=species:S:1:pos:R:3:lowdin_charge:R:1 method="wB97M-V/def2-TZVPD" homo_energy_ev=-9.15 smiles=CC(C)[C@]12CC[C@](C)(CC1)OO2 e_above_lowest_kcal_mol=179.1 homo_lumo_gap_ev=9.98 charge=0 e_lumo_ev=0.8
C -0.415 0.099 3.013 -0.08
C -1.179 -0.187 1.663 -0.36
C -1.606 -1.639 1.731 -0.09
C -0.402 0.052 0.377 -0.41
C 1.136 -0.208 0.434 -0.14
C 1.677 -0.134 -0.950 -0.12
C 0.704 1.013 -1.525 -0.54
C 1.352 1.475 -2.824 -0.06
C -0.656 0.462 -1.983 -0.05
C -0.778 -0.750 -0.860 -0.08
O 0.697 1.952 -0.457 -0.03
O -0.510 1.584 0.280 -0.07
H -1.084 -0.524 3.946 0.14
H -0.141 1.112 3.450 0.09
H 0.363 -0.691 3.142 0.06
H -2.082 0.566 1.627 0.18
H -2.124 -1.767 2.665 0.07
H -0.719 -2.207 1.849 0.08
H -2.297 -1.742 0.921 0.05
H 1.269 -1.310 0.879 0.17
H 1.576 0.399 1.213 0.12
H 2.638 -0.006 -0.842 0.07
H 1.570 -1.113 -1.476 0.12
H 0.790 2.261 -3.425 0.10
H 1.681 0.487 -3.359 0.12
H 2.328 2.022 -2.924 0.08
H -1.233 1.511 -1.742 0.19
H -0.578 0.190 -3.095 0.13
H -1.911 -1.248 -0.665 0.15
H -0.065 -1.661 -1.063 0.14